No. 1
Below is C49H46BrN4O12P4RbS as an isolated structure in a non-equilibrium geometry, with properties calculated with ωB97M-V/def2-TZVPD.

Geometry as XYZ:
```
118
Properties=species:S:1:pos:R:3:forces:R:3:mulliken_charge:R:1
Rb -1.244670 -1.341250 -0.666156 -0.559 0.259 1.039 1.33
Br -0.112757 -8.899102 1.404915 -0.014 -0.034 0.029 -0.23
S -2.669312 0.478187 4.481776 0.041 0.042 0.256 1.11
P -0.927273 -1.190810 -4.141710 0.001 -0.011 0.198 0.63
P -3.113491 -3.312923 -2.477371 0.315 0.128 -0.067 0.84
P 0.624285 2.768068 0.416972 -0.195 -0.352 0.323 0.79
P 2.083780 0.456381 -0.837009 -0.326 -0.230 -0.140 0.11
O 1.113374 -0.660391 -0.841136 1.229 0.301 0.275 0.98
O -3.764301 -0.215795 5.146006 0.042 -0.052 0.007 -0.77
O -2.119357 1.586424 5.251165 -0.065 0.056 -0.057 -0.77
O -4.038812 -4.187667 -3.265490 -0.094 -0.102 -0.030 -0.97
O -0.769324 -0.085193 -3.153697 -0.111 0.038 -0.084 -0.22
O -3.513139 -2.550978 -1.268480 -0.448 -0.093 -0.229 -0.63
O 0.125784 -3.647181 -0.118634 -0.040 -0.488 0.015 -0.68
O 0.160556 -2.357689 -3.927093 0.136 -0.077 -0.103 -0.62
O 1.629889 -3.557943 -1.776583 -0.003 -0.085 -0.090 -0.84
O -1.783620 -4.174590 -2.161790 0.047 0.036 -0.032 -0.33
O -1.004356 -0.952285 -5.618017 -0.010 0.017 0.031 -0.95
O 0.203100 1.776794 1.433100 0.087 0.020 -0.136 -0.06
N -2.914645 1.079917 0.323335 -0.241 0.071 -0.068 0.90
N -2.514376 -3.069295 -5.026312 0.095 0.090 -0.239 -0.19
N 2.029718 -7.656199 -1.871597 -0.008 -0.001 0.012 -0.70
N -2.914919 0.777091 2.974863 0.060 0.034 -0.164 0.13
C 3.026307 0.564919 0.697139 0.170 -0.018 -0.065 0.23
C -1.229475 -1.501711 3.194670 -0.100 0.031 -0.046 -0.38
C -4.835388 2.590423 -1.015893 -0.017 0.015 0.011 -0.95
C -3.697613 -1.138041 -4.083231 -0.020 0.024 0.044 -1.82
C 0.751820 -2.548341 4.090056 -0.099 0.036 -0.089 0.63
C -0.380062 -0.790708 5.317952 0.057 0.011 0.015 -0.73
C 1.219735 2.033966 -1.121183 0.079 0.047 -0.330 -1.00
C -2.868121 4.745503 0.612213 0.027 0.010 0.078 -0.44
C -2.545581 -2.111083 -3.843033 -0.033 -0.285 -0.017 0.62
C 4.931988 1.098000 -3.732797 -0.007 -0.013 0.004 -0.86
C 3.877044 5.262819 0.770108 -0.031 -0.022 -0.005 -0.72
C 3.275878 0.288302 -2.181556 0.099 0.071 0.007 0.58
C 0.646110 -1.721843 5.203548 0.036 -0.042 0.034 -0.50
C -1.801672 3.890178 0.851188 0.066 0.022 -0.042 -0.98
C -3.758425 2.094957 -1.686474 0.001 -0.054 0.061 -1.32
C 1.851379 -3.565828 3.959119 0.107 -0.031 -0.007 -1.63
C 0.680351 -7.790939 0.084479 0.037 0.092 -0.062 -0.10
C 2.276289 3.674585 2.397751 0.020 -0.059 0.009 -0.69
C -1.746563 5.611266 -1.337358 0.010 -0.018 -0.014 -0.69
C -0.705319 3.899015 -0.008884 -0.003 0.176 0.042 0.95
C -2.822350 1.331715 -0.955490 0.049 0.082 -0.140 -0.91
C -3.956928 1.617280 1.013490 0.210 -0.161 0.157 0.31
C 1.114951 -5.668573 -0.874041 0.081 -0.065 0.212 0.52
C 4.214820 1.283025 0.789761 0.095 0.010 0.094 -0.53
C 0.500564 -6.420616 0.114001 -0.037 -0.047 0.020 -0.36
C 4.041437 1.331747 -2.696585 0.023 0.034 -0.030 -0.50
C -1.324716 -0.681855 4.311542 0.061 -0.156 0.005 -0.17
C 1.862540 -6.334984 -1.838997 -0.006 0.107 0.018 -0.09
C 2.528620 -0.103553 1.812113 -0.037 0.062 -0.007 -0.33
C 0.960408 -4.153878 -0.910030 0.023 0.281 -0.388 -0.26
C 1.443721 -8.369671 -0.914566 -0.027 -0.078 0.052 -0.14
C -5.003796 2.050425 3.158887 -0.246 0.129 -0.007 -0.78
C 5.053924 -0.181362 -4.260835 0.018 0.009 -0.028 -0.45
C 4.387914 0.693898 3.109162 0.009 -0.032 0.057 -0.86
C 4.137538 5.174673 2.132202 0.017 0.036 -0.007 -0.48
C -0.200940 -2.421927 3.078571 -0.028 0.015 0.046 -0.12
C 2.813374 4.558861 0.226124 0.013 0.027 0.025 -0.22
C 3.208075 -0.033805 3.017818 0.045 0.041 -0.014 -0.05
C 4.290958 -1.220695 -3.752137 -0.040 -0.019 0.048 -0.75
C -6.009919 2.771761 2.492201 0.031 -0.037 0.212 -0.70
C -0.680902 4.755874 -1.105913 0.011 -0.010 -0.006 -0.33
C -4.958493 2.376280 0.376305 -0.294 0.103 0.015 1.19
C 3.336367 4.385186 2.942618 -0.021 -0.025 0.022 -0.73
C -6.014388 2.948894 1.136445 0.124 -0.071 -0.153 -1.09
C 2.011904 3.757012 1.035376 0.048 0.183 -0.114 0.55
C -2.835553 5.606283 -0.474320 -0.029 0.011 -0.009 -0.78
C 4.896875 1.349471 1.996615 -0.047 -0.016 -0.073 -0.70
C -3.957828 1.452195 2.463867 0.078 0.005 -0.226 -0.23
C 3.401046 -0.994003 -2.709937 0.029 0.005 -0.034 -0.64
H -1.279861 -3.882783 -1.371291 -0.160 -0.322 -0.144 0.15
H 5.739076 -0.363923 -5.080084 0.003 0.009 0.003 0.36
H 4.500409 5.877077 0.132081 0.010 0.010 0.009 0.41
H -1.960140 0.924749 -1.478768 -0.158 0.186 -0.183 0.84
H -3.678454 6.259729 -0.665689 0.004 0.008 -0.008 0.40
H 2.795457 -1.802242 -2.312403 -0.018 0.000 0.008 0.38
H -2.446726 -2.504714 -5.878276 0.055 -0.033 0.016 0.37
H -6.788484 3.518695 0.635402 -0.001 -0.001 -0.003 0.33
H 4.370198 -2.216333 -4.169171 0.012 0.003 -0.013 0.45
H -5.592685 3.182118 -1.520907 0.000 -0.015 -0.011 0.35
H -4.643146 -1.674630 -4.197753 0.000 0.009 0.001 0.45
H 1.579417 -9.445549 -0.936434 0.022 0.009 -0.032 0.36
H -1.736707 6.264338 -2.201310 -0.004 0.013 0.005 0.39
H -1.824903 3.176697 1.668102 0.044 0.053 0.033 0.51
H 0.156223 4.742805 -1.795640 0.008 0.008 0.004 0.26
H 0.367628 1.723674 -1.742197 0.004 -0.008 0.034 0.31
H 1.823782 2.714211 -1.723751 -0.007 0.094 0.090 0.63
H -3.609871 2.254699 -2.746707 0.006 0.005 0.000 0.58
H 2.710694 -3.315870 4.584827 -0.015 0.020 0.015 0.35
H 0.622018 -2.466884 -3.070245 -0.162 -0.041 0.049 0.41
H -0.125284 -3.031655 2.183170 0.022 -0.016 0.013 0.38
H 3.543890 4.305705 4.002393 0.003 0.008 0.001 0.43
H 3.946362 2.337863 -2.300449 -0.015 -0.015 0.006 0.24
H -1.660847 -3.627984 -4.960933 0.004 0.004 0.045 0.25
H 1.507844 -4.560894 4.253752 -0.023 0.007 0.001 0.40
H 2.334255 -5.745799 -2.615044 0.017 -0.032 -0.015 0.59
H 1.600734 -0.654324 1.739989 -0.028 -0.007 -0.035 0.56
H 4.967997 5.723392 2.559887 0.009 -0.006 -0.001 0.37
H -0.432849 -0.134901 6.177273 -0.056 0.027 -0.016 0.43
H 2.615037 4.637772 -0.837157 -0.010 0.002 -0.004 0.29
H -1.970007 -1.382313 2.414856 0.015 0.002 -0.020 0.50
H -3.502906 -0.519448 -4.962679 -0.021 -0.005 -0.009 0.41
H 4.619417 1.796971 -0.074359 -0.019 -0.019 -0.008 0.31
H -3.735741 4.704332 1.259986 0.024 0.044 -0.004 0.54
H -0.101843 -5.931569 0.868247 0.007 0.034 -0.020 0.54
H -3.791378 -0.488930 -3.213195 0.002 -0.004 0.001 0.20
H 5.522114 1.912678 -4.134147 -0.002 0.002 -0.005 0.40
H -3.331600 -3.692019 -4.912594 -0.087 -0.019 0.068 0.44
H 5.815701 1.918818 2.064589 0.002 -0.002 0.017 0.41
H 2.193207 -3.635022 2.925139 -0.002 -0.002 -0.007 0.30
H 4.913905 0.748944 4.055423 0.000 0.007 -0.003 0.39
H -5.050400 1.952003 4.234721 0.055 -0.024 0.010 0.42
H 1.661680 3.022514 3.007439 -0.025 0.012 0.004 0.47
H 2.797830 -0.538100 3.882992 0.008 -0.002 0.013 0.36
H 1.387076 -1.799993 5.994168 -0.003 0.008 0.001 0.33
H -6.802199 3.207422 3.093592 -0.008 0.006 -0.031 0.35
```
Positions in Å, forces in eV/Å.

The total charge is -2.



No. 2
Below is C4H10I4Si2 as an isolated structure in a non-equilibrium geometry, with properties calculated with ωB97M-V/def2-TZVPD.

Geometry as XYZ:
```
20
Properties=species:S:1:pos:R:3:forces:R:3:mulliken_charge:R:1
I 4.188002 -0.812001 2.507568 -0.342 -0.292 -0.536 -0.09
I 0.340994 1.145418 2.947041 0.262 0.065 -0.081 -0.05
I 3.017698 -4.018338 0.167116 -0.209 0.842 0.269 -0.10
I 4.138553 -0.681610 -1.450661 -0.288 0.109 0.140 -0.06
Si 2.870815 -1.509753 0.483042 -1.088 0.100 0.884 0.09
Si 0.163692 -0.600656 1.281390 -0.215 -1.603 -1.258 0.27
C -1.214986 -0.064080 -0.099789 0.313 0.839 0.761 -0.13
C -2.557165 0.071201 0.761178 1.904 -1.862 0.524 -1.14
C 0.359000 1.062932 -1.864734 0.614 -3.054 1.968 -0.78
C -0.820121 1.272875 -0.936383 -1.296 -0.094 0.242 -0.38
H -0.509709 2.118379 -0.253238 -0.748 -0.919 -0.405 0.18
H -0.385777 -1.874081 2.053432 0.649 1.190 -0.812 -0.05
H -1.713823 1.614143 -1.562455 0.845 -0.421 1.119 0.32
H -3.173950 0.720068 0.230384 -1.251 1.302 -0.660 0.39
H -1.410394 -0.909045 -0.771254 0.574 0.192 -0.135 0.41
H 1.147839 0.652941 -1.137844 -0.508 0.393 -1.457 -0.12
H 0.748149 1.920278 -2.294700 0.577 1.912 -0.695 0.41
H 0.204046 0.329874 -2.679132 -0.067 0.165 0.564 0.30
H -2.279954 0.482000 1.750299 -0.716 -0.122 -0.412 0.23
H -3.112912 -0.920543 0.868744 0.992 1.256 -0.018 0.30
```
Positions in Å, forces in eV/Å.



No. 3
Below is a 2-piece molecular cluster, CH3ClS2 overall, with properties calculated with ωB97M-V/def2-TZVPD.

Geometry as XYZ:
```
7
Properties=species:S:1:pos:R:3:forces:R:3:mulliken_charge:R:1
Cl 3.423017 0.138790 -0.329230 0.108 0.066 -0.037 -0.22
S 0.364241 -1.872529 0.110330 -0.091 0.285 0.142 -0.16
S -1.808094 0.062495 -0.581713 -0.035 0.345 0.146 -0.12
C -0.405978 -0.459798 0.281172 -0.041 -0.678 -0.310 -0.20
H 2.424096 0.613086 0.310686 0.008 -0.043 0.002 0.22
H -1.949508 -1.042713 -1.318577 0.044 -0.155 -0.069 0.16
H -0.081286 0.284398 0.998333 0.008 0.182 0.126 0.31
```
Positions in Å, forces in eV/Å.

Its SMILES is S=CS.Cl.



Respective E_tot values: -200792.474 -52470.660 -35277.918 eV.
Respective relative energy (zero: lowest compared OMol25 entry of this formula, charge and spin) values: 0.000 1.659 0.800 eV.